1.
A cluster of 13 separate species, C15H56O13 in total, computed with ωB97M-V with the def2-TZVPD basis set.

Structure (XYZ):
```
84
Properties=species:S:1:pos:R:3:forces:R:3
C -3.198494 -2.831402 -1.877091 -0.251 -0.261 -0.352
O -3.197693 -3.837899 -0.861742 0.129 -0.045 0.034
H -3.952201 -2.098152 -1.606734 0.143 0.195 0.093
H -2.215491 -2.370930 -1.974844 -0.039 0.140 0.003
H -3.494035 -3.262569 -2.840773 0.091 0.052 0.087
H -2.569250 -4.522782 -1.108313 -0.075 0.001 0.084
C 1.317567 0.039252 -3.674521 -0.071 0.700 0.021
O 0.079211 -0.678264 -3.827707 0.713 0.126 0.232
H 1.104083 1.092588 -3.902036 0.024 -0.218 -0.069
H 1.727968 0.039723 -2.656425 -0.381 -0.432 -0.004
H 2.107765 -0.293027 -4.345299 -0.207 -0.209 -0.140
H 0.256068 -1.547740 -4.199495 0.030 0.060 0.035
C -3.609934 -3.780184 2.622137 0.143 0.060 -0.196
O -4.482704 -3.361200 1.581618 0.291 -0.025 -0.301
H -4.204549 -3.931883 3.518869 -0.031 -0.071 0.027
H -3.092845 -4.709803 2.362830 -0.138 -0.001 0.069
H -2.844573 -3.027794 2.839630 -0.021 0.050 -0.016
H -4.037414 -3.517926 0.718083 -0.186 -0.009 0.455
O -5.002259 -0.710329 0.799549 -0.018 -0.393 0.318
H -4.812297 -1.542795 1.295913 -0.128 0.396 -0.419
H -5.838038 -0.888706 0.351052 0.091 0.019 0.087
O 3.046622 -3.148718 1.279276 -0.142 0.259 -0.120
H 2.347945 -3.805122 1.189849 0.047 0.084 0.055
H 2.626105 -2.296715 1.039373 0.075 -0.342 -0.005
O -4.532303 0.700791 -1.752564 0.223 0.004 0.226
H -4.524862 0.547708 -0.787526 0.391 0.011 -0.645
H -3.617659 0.840291 -2.075200 -0.518 -0.139 0.363
O -2.029933 1.146803 -3.240631 0.439 0.001 0.082
H -1.242025 0.589557 -3.401846 -0.472 -0.014 -0.026
H -1.691345 2.038631 -3.108524 -0.132 -0.058 -0.060
C -0.554444 4.302718 0.540457 0.606 -0.444 -0.082
C -1.762036 3.828631 -0.245780 0.129 0.457 -0.120
O -1.946791 4.616888 -1.436185 -0.121 -0.302 0.326
H 0.371799 4.026869 0.015871 -0.134 0.149 0.030
H -0.490547 3.817281 1.520843 -0.143 0.075 -0.065
H -0.551337 5.381507 0.677728 -0.153 0.048 0.004
H -2.658225 3.959807 0.361706 -0.102 -0.048 -0.209
H -1.661569 2.770220 -0.502285 -0.118 -0.033 0.070
H -1.388618 4.262834 -2.132837 0.095 0.077 0.051
C 2.916879 2.089084 -0.989886 0.034 0.353 0.831
C 4.124803 1.190528 -0.852234 0.303 -0.504 -0.538
O 5.310462 1.991119 -0.903057 -0.289 0.054 0.201
H 2.907116 2.716870 -1.879590 0.105 -0.278 -0.217
H 2.925000 2.781913 -0.138898 0.034 -0.031 -0.141
H 1.995222 1.515708 -0.886745 0.034 -0.073 -0.221
H 4.189660 0.435290 -1.655061 -0.274 0.241 0.034
H 4.055241 0.600771 0.073192 0.056 0.291 0.026
H 6.077810 1.413839 -0.867372 -0.026 -0.030 0.030
C -0.767759 -0.374852 -0.199515 0.278 0.626 -0.439
C 0.299881 -1.415411 -0.006664 -0.984 -1.085 0.941
O 1.550519 -0.866215 0.292272 0.755 0.425 -0.038
H -1.731493 -0.788655 -0.485797 -0.059 -0.077 0.116
H -0.459826 0.326164 -0.983525 -0.111 -0.034 0.034
H -0.871026 0.191943 0.728578 -0.135 0.009 -0.077
H 0.386004 -2.135042 -0.821912 0.245 0.421 -0.382
H -0.024094 -2.049551 0.835783 0.029 -0.019 0.066
H 1.455143 -0.264742 1.059588 0.022 -0.120 -0.043
C -1.946873 1.186698 3.164163 -0.324 -0.244 -0.646
C -1.687542 1.431452 4.607335 -0.095 0.134 0.673
O -0.269960 1.534752 4.830063 -0.323 0.110 0.013
H -1.673888 0.173716 2.870072 0.146 -0.019 -0.028
H -1.408393 1.898744 2.538669 0.022 0.025 -0.010
H -3.014610 1.293544 2.955333 0.071 -0.007 -0.012
H -2.097891 0.614946 5.213182 0.064 0.051 -0.017
H -2.199896 2.350716 4.915152 0.235 0.018 0.056
H -0.135480 1.894710 5.712942 0.137 -0.103 -0.086
C 2.578803 -3.395964 -2.511195 -0.432 0.280 0.420
C 3.654836 -2.533594 -3.095699 0.619 0.339 0.652
O 3.487355 -2.508713 -4.504937 0.110 0.109 -0.102
H 1.581585 -2.984873 -2.703742 0.087 -0.164 -0.326
H 2.650361 -3.415916 -1.420555 0.289 -0.163 -0.071
H 2.686034 -4.396095 -2.922483 -0.267 -0.134 0.060
H 4.626265 -2.945837 -2.775240 -0.065 -0.074 -0.457
H 3.656168 -1.518605 -2.667764 -0.328 -0.112 -0.170
H 4.162056 -1.940833 -4.891909 -0.010 -0.096 0.017
C 2.492372 2.906811 2.894170 -0.286 0.337 -0.271
C 2.702243 1.439169 3.108678 -0.410 -0.699 0.391
O 1.531747 0.699361 2.703973 0.137 0.167 0.076
H 2.158640 3.053783 1.864454 0.183 0.167 0.028
H 3.394901 3.485840 3.084488 0.034 0.025 -0.040
H 1.687896 3.283084 3.530774 0.087 -0.038 0.094
H 2.902212 1.211889 4.164601 0.063 0.057 -0.126
H 3.537468 1.041706 2.533516 -0.032 0.056 -0.119
H 0.822388 0.942587 3.326373 0.194 -0.114 -0.108
```
Forces are in eV/Å.

Properties
Energy ... -1583.12627 Eh
HOMO ... -10.21 eV
LUMO ... 0.255 eV

=====

2.
A cluster of 14 separate species, C15H58N18O14 in total, computed with ωB97M-V with the def2-TZVPD basis set.

Structure (XYZ):
```
105
Properties=species:S:1:pos:R:3:forces:R:3
C -0.481019 1.001962 -0.071724 2.372 2.212 -1.539
C 0.282981 -0.111038 -0.773724 1.619 0.782 0.435
O 1.342981 -0.634038 0.079276 -0.728 0.370 -0.371
H 0.251981 1.753962 0.319276 -0.417 -0.784 0.259
H -1.199019 0.775962 0.644276 -0.827 -0.937 1.516
H -1.025019 1.653962 -0.748724 -0.059 -0.425 -0.657
H 0.720981 0.192962 -1.739724 -0.318 0.135 0.419
H -0.387019 -0.873038 -0.984724 -1.354 -1.821 -0.690
H 1.889981 -1.294038 -0.436724 -0.733 1.062 0.254
C 3.443981 -3.196038 1.569276 1.699 -8.689 1.342
O 3.767981 -4.545038 1.678276 -0.448 6.620 -0.757
N 2.247981 -2.867038 1.870276 -4.793 0.841 0.844
N 4.126981 -2.182038 1.148276 6.414 2.968 -1.554
H 1.688981 -3.639038 2.200276 -0.096 0.030 0.019
H 1.770981 -1.945038 1.771276 1.034 -0.790 0.385
H 5.190981 -2.267038 0.943276 -2.815 -0.239 0.634
H 3.806981 -1.181038 1.216276 0.128 -1.207 0.149
C -3.603019 -1.733038 -0.049724 -1.240 -6.947 -6.588
O -3.842019 -2.963038 -0.846724 1.389 6.793 4.361
N -3.271019 -0.594038 -0.519724 0.625 1.766 -4.556
N -3.571019 -1.694038 1.230276 -1.866 -1.587 7.428
H -3.104019 -0.558038 -1.555724 -0.234 0.114 1.235
H -3.191019 0.265962 -0.024724 -0.046 0.468 0.399
H -3.694019 -2.607038 1.710276 -0.496 1.024 -0.538
H -3.862019 -0.831038 1.786276 0.564 -1.757 -1.247
C -1.246019 4.139962 0.545276 -2.005 -1.324 -5.789
O -1.194019 3.971962 -0.799724 0.788 1.292 5.999
N -0.384019 4.770962 1.256276 5.231 2.661 1.358
N -2.238019 3.688962 1.282276 -3.119 -0.130 1.979
H 0.475981 5.007962 0.720276 -1.016 0.093 0.887
H -0.310019 4.859962 2.315276 -0.500 -0.534 -2.335
H -2.980019 3.122962 0.920276 -0.390 -0.073 -1.198
H -2.425019 4.010962 2.261276 0.651 0.047 -1.735
C 2.168981 -2.837038 -1.976724 -2.907 1.078 -8.863
O 1.827981 -2.664038 -3.324724 2.521 -0.801 6.554
N 3.054981 -2.165038 -1.324724 3.112 3.048 -0.740
N 1.462981 -3.509038 -1.172724 -6.363 -4.953 -0.077
H 3.439981 -1.407038 -1.813724 0.940 0.813 -0.800
H 3.429981 -2.302038 -0.418724 0.405 -0.784 0.741
H 0.555981 -3.969038 -1.609724 3.016 1.153 1.344
H 1.457981 -3.374038 -0.175724 0.203 -0.228 -0.007
C -0.386019 -1.669038 2.902276 5.872 4.805 0.737
O 0.750981 -0.986038 3.200276 -5.490 -3.514 -0.946
N -1.068019 -2.505038 3.616276 0.047 -1.451 4.007
N -0.915019 -1.653038 1.702276 1.910 4.356 -4.119
H -0.793019 -2.678038 4.552276 0.009 0.163 0.969
H -1.991019 -2.726038 3.369276 -1.059 -0.348 -0.247
H -0.382019 -0.932038 1.117276 -0.961 -1.649 1.008
H -1.913019 -1.665038 1.495276 0.113 -0.109 0.556
C -1.867019 1.530962 4.091276 2.882 -5.051 5.122
O -1.391019 0.590962 4.977276 -1.900 4.027 -4.386
N -1.363019 1.849962 2.957276 4.485 -2.038 -1.852
N -2.920019 2.172962 4.482276 -4.301 3.370 0.542
H -0.456019 1.415962 2.736276 -0.515 -0.015 0.279
H -1.687019 2.438962 2.245276 -0.762 0.507 -0.395
H -3.093019 1.883962 5.398276 -0.894 -0.221 1.645
H -3.427019 3.066962 4.190276 1.577 -2.024 0.145
C -3.528019 2.231962 -2.073724 -1.188 0.930 7.317
O -3.671019 2.175962 -0.718724 0.801 -0.185 -4.536
N -4.465019 1.759962 -2.786724 -4.991 -2.645 -4.147
N -2.540019 2.824962 -2.636724 2.815 3.431 -0.424
H -5.217019 1.322962 -2.252724 0.193 0.203 -0.478
H -4.559019 1.739962 -3.863724 0.503 0.359 2.672
H -2.092019 3.333962 -1.768724 0.497 -0.088 -1.538
H -2.697019 3.378962 -3.515724 0.210 -0.948 1.329
C -0.246019 -4.972038 1.021276 -1.661 -5.113 -4.481
O -0.135019 -6.146038 0.400276 0.203 4.539 3.104
N -0.823019 -3.964038 0.381276 -1.349 1.652 -2.793
N -0.033019 -4.729038 2.297276 0.539 1.244 1.925
H -1.176019 -4.133038 -0.604724 0.588 0.253 2.067
H -0.823019 -2.990038 0.773276 0.121 -1.787 -0.769
H 0.249981 -5.528038 2.762276 0.792 -1.552 1.411
H -0.331019 -3.880038 2.839276 0.295 -1.717 -1.140
C -1.772019 -0.758038 -3.614724 4.862 -7.585 -2.734
O -1.046019 -1.930038 -3.889724 -3.515 6.453 1.606
N -1.478019 0.478962 -3.825724 5.406 4.893 -2.617
N -2.996019 -0.790038 -3.250724 -6.199 -0.226 1.907
H -0.605019 0.646962 -4.431724 -1.508 0.033 1.412
H -1.883019 1.387962 -3.448724 0.629 -2.221 -0.392
H -3.489019 -1.661038 -3.038724 0.224 0.306 -0.170
H -3.471019 0.161962 -3.302724 0.324 -2.822 0.094
C 5.139981 0.909962 1.134276 -0.804 -0.945 3.662
O 3.811981 0.475962 0.955276 0.695 -0.549 -1.883
H 5.611981 1.453962 0.391276 0.443 1.087 -1.834
H 5.760981 0.076962 1.451276 0.215 -0.347 -0.405
H 5.052981 1.469962 2.071276 0.918 0.633 -0.159
H 3.261981 1.018962 1.499276 -1.245 0.131 0.301
C 1.484981 -0.146038 -4.820724 0.266 -0.571 -1.499
O 0.957981 1.114962 -5.251724 -0.766 0.338 0.502
H 1.880981 -0.239038 -3.807724 -0.646 0.252 0.150
H 2.310981 -0.309038 -5.490724 0.646 -0.605 -0.146
H 0.719981 -0.909038 -5.067724 0.506 0.361 0.778
H 1.551981 1.823962 -5.010724 0.310 0.183 0.200
C 2.484981 3.078962 1.946276 -0.838 1.360 0.708
O 2.002981 1.842962 2.479276 0.608 0.758 -0.414
H 1.866981 3.384962 1.114276 -0.465 -0.306 -0.131
H 3.470981 3.057962 1.511276 0.655 -0.264 0.233
H 2.409981 3.915962 2.696276 0.282 -0.795 -0.498
H 2.577981 1.647962 3.225276 -0.316 -0.314 0.446
C 1.915981 2.668962 -1.869724 -1.062 -0.526 -1.874
O 2.975981 2.417962 -2.841724 -0.937 2.009 0.944
H 1.827981 3.753962 -1.892724 -0.041 0.008 0.293
H 2.045981 2.305962 -0.828724 0.352 -0.102 -0.835
H 0.926981 2.269962 -2.319724 1.421 0.490 0.992
H 3.272981 1.536962 -2.856724 0.267 -1.860 0.277
```
Forces are in eV/Å.

Properties
Energy ... -2645.06108 Eh
HOMO ... -8.00 eV
LUMO ... -0.821 eV

=====

Orbital gap values, unit eV, following the record order: 10.46, 7.18.